Entry 1:
H10O5Tl as an isolated structure in a non-equilibrium geometry, computed with the ωB97M-V functional and the def2-TZVPD basis.

Calculated values
Frontier orbital gap: 0.172 Eh
Energy above the lowest of the compared OMol25 structures with the same formula, charge and spin: 0.825 eV
Charge: +3
Strongest force on any atom: 0.0245 Eh/bohr
Highest occupied orbital energy: -24.476 eV

Positions of all 16 atoms, in Å:
Tl: 16.028 -17.986 7.655
O: 15.005 -17.598 10.278
H: 14.603 -16.741 10.566
H: 15.258 -18.052 11.110
O: 17.374 -15.641 6.784
H: 16.914 -15.226 6.020
H: 18.292 -15.276 6.786
O: 14.888 -20.323 8.286
H: 15.601 -20.969 8.478
H: 14.040 -20.733 8.601
O: 17.229 -19.613 9.728
H: 16.904 -19.603 10.648
H: 17.977 -20.256 9.735
O: 16.954 -17.990 5.071
H: 16.447 -18.358 4.309
H: 17.674 -17.440 4.685

These are the Löwdin partial charges, in e, on atoms 1 to 4: Tl 1.800; O 0.010; H 0.141; H 0.117

***

Entry 2:
C60H40N8OP2S2SeSn as an isolated structure, computed with the ωB97M-V functional and the def2-TZVPD basis.

Calculated values
Frontier orbital gap: 0.251 Eh
Energy above the lowest of the compared OMol25 structures with the same formula, charge and spin: 0.000 eV
Charge: +2
Strongest force on any atom: 0.0119 Eh/bohr
Highest occupied orbital energy: -12.058 eV

Positions of all 115 atoms, in Å:
Sn: -0.642 -0.177 -0.560
O: -1.980 3.409 0.419
S: -1.009 2.568 1.179
C: -1.662 2.300 2.822
C: -2.442 3.289 3.414
C: -2.924 3.098 4.695
C: -2.639 1.918 5.375
C: -1.922 0.910 4.757
C: -1.434 1.076 3.458
P: -0.664 -0.368 2.605
C: 0.839 -0.689 3.586
C: 1.429 -1.959 3.575
C: 2.650 -2.174 4.202
C: 3.308 -1.119 4.823
C: 2.739 0.146 4.820
C: 1.511 0.363 4.207
C: -1.879 -1.668 3.036
C: -3.047 -1.652 2.270
C: -4.056 -2.576 2.491
C: -3.903 -3.543 3.477
C: -2.750 -3.561 4.249
C: -1.743 -2.626 4.038
C: 0.458 3.569 1.511
C: 0.496 4.510 2.536
C: 1.603 5.325 2.681
C: 2.681 5.195 1.816
C: 2.652 4.249 0.804
C: 1.539 3.428 0.620
P: 1.473 2.207 -0.766
C: 1.193 3.208 -2.267
C: 0.179 2.792 -3.128
C: -0.054 3.448 -4.330
C: 0.729 4.538 -4.679
C: 1.725 4.981 -3.815
C: 1.958 4.321 -2.618
C: 3.228 1.698 -0.894
C: 3.865 1.220 0.257
C: 5.153 0.710 0.190
C: 5.812 0.640 -1.034
C: 5.176 1.081 -2.185
C: 3.889 1.607 -2.119
H: -2.680 4.185 2.851
H: -3.525 3.865 5.165
H: -3.008 1.773 6.383
H: -1.763 -0.031 5.270
H: 0.932 -2.784 3.076
H: 3.077 -3.170 4.213
H: 4.261 -1.286 5.309
H: 3.244 0.970 5.309
H: 1.072 1.354 4.222
H: -3.175 -0.888 1.508
H: -4.966 -2.537 1.901
H: -4.686 -4.269 3.654
H: -2.635 -4.303 5.030
H: -0.868 -2.640 4.675
H: -0.329 4.607 3.226
H: 1.629 6.057 3.478
H: 3.550 5.829 1.934
H: 3.519 4.129 0.167
H: -0.450 1.958 -2.841
H: -0.847 3.115 -4.989
H: 0.560 5.050 -5.619
H: 2.322 5.847 -4.075
H: 2.738 4.684 -1.961
H: 3.353 1.264 1.214
H: 5.649 0.367 1.092
H: 6.824 0.254 -1.082
H: 5.685 1.024 -3.140
H: 3.407 1.959 -3.023
Se: -7.254 -4.724 -2.110
N: -7.007 -2.976 -2.065
C: -5.761 -2.785 -1.728
C: -5.158 -1.467 -1.571
C: -5.885 -0.281 -1.712
C: -5.253 0.926 -1.517
C: -3.896 0.926 -1.199
N: -3.198 -0.198 -1.077
C: -3.806 -1.384 -1.246
C: -2.994 -2.594 -1.017
N: -1.698 -2.440 -0.665
C: -0.972 -3.520 -0.389
C: -1.481 -4.811 -0.447
C: -2.794 -4.982 -0.819
C: -3.571 -3.862 -1.113
C: -4.974 -3.969 -1.499
N: -5.591 -5.109 -1.655
H: -6.937 -0.338 -1.964
H: -5.789 1.862 -1.603
H: -3.358 1.856 -1.019
H: 0.060 -3.344 -0.107
H: -0.852 -5.657 -0.205
H: -3.244 -5.966 -0.879
S: 4.902 -2.685 -5.647
N: 4.932 -2.621 -4.041
C: 3.737 -2.209 -3.664
C: 3.305 -2.008 -2.294
C: 4.131 -2.253 -1.194
C: 3.642 -2.033 0.072
C: 2.344 -1.555 0.208
N: 1.544 -1.325 -0.827
C: 2.008 -1.547 -2.075
C: 1.099 -1.285 -3.200
N: -0.134 -0.834 -2.911
C: -0.999 -0.624 -3.897
C: -0.685 -0.838 -5.234
C: 0.584 -1.271 -5.549
C: 1.500 -1.502 -4.520
C: 2.856 -1.964 -4.751
N: 3.397 -2.198 -5.930
H: 5.142 -2.601 -1.365
H: 4.247 -2.206 0.951
H: 1.943 -1.326 1.189
H: -1.980 -0.259 -3.604
H: -1.425 -0.659 -6.003
H: 0.894 -1.434 -6.574

These are the Löwdin partial charges, in e, on atoms 1 to 4: Sn 1.199; O -0.482; S 0.793; C -0.382

***

Entry 3:
One molecule with the formula C5H8N2S in a non-equilibrium geometry, computed with the ωB97M-V functional and the def2-TZVPD basis.

Calculated values
SMILES string: CN[C@@H]1[C@@H]2C=NS[C@@H]21
Frontier orbital gap: 0.334 Eh
Energy above the lowest of the compared OMol25 structures with the same formula, charge and spin: 2.630 eV
Strongest force on any atom: 0.0763 Eh/bohr
Highest occupied orbital energy: -8.247 eV

Positions of all 16 atoms, in Å:
C: 1.373 0.691 -1.546
C: 0.509 -0.514 0.354
C: -0.239 -0.524 1.644
C: -1.928 -0.073 0.008
C: -0.945 -1.080 0.317
H: 1.750 1.673 -1.784
H: 0.493 0.512 -2.174
H: 2.178 -0.094 -1.791
H: 1.392 1.251 0.326
H: 1.191 -1.328 0.228
H: 0.108 -1.078 2.542
H: -2.381 0.007 -1.008
H: -1.007 -2.088 0.136
N: 0.768 0.754 -0.212
N: -2.051 0.988 0.759
S: -1.211 0.902 2.203

These are the Löwdin partial charges, in e, on atoms 1 to 4: C -0.108; C -0.330; C -0.425; C -0.251

***

Entry 4:
C25H27N4OSSc as an isolated structure, computed with the ωB97M-V functional and the def2-TZVPD basis.

Calculated values
Frontier orbital gap: 0.210 Eh
Energy above the lowest of the compared OMol25 structures with the same formula, charge and spin: 0.000 eV
Strongest force on any atom: 0.0120 Eh/bohr
Highest occupied orbital energy: -5.455 eV

Positions of all 59 atoms, in Å:
Sc: -1.213 -0.204 -0.062
C: 0.236 0.500 4.076
C: -0.208 0.673 2.661
N: -0.750 -0.402 1.928
N: -0.838 -1.579 2.644
C: -1.205 -2.715 2.077
N: -1.249 -3.821 2.889
S: -1.618 -2.836 0.448
C: -0.076 1.813 1.906
C: 0.500 3.061 2.347
C: 0.538 4.130 1.521
C: 0.016 4.031 0.193
C: -0.477 2.828 -0.198
N: -0.537 1.725 0.595
H: -0.557 0.121 4.736
H: 0.523 1.458 4.500
H: 1.103 -0.165 4.183
H: -0.592 -1.550 3.623
H: -0.609 -3.863 3.666
H: -1.363 -4.691 2.397
H: 0.904 3.132 3.347
H: 0.975 5.060 1.861
H: 0.038 4.866 -0.491
H: -0.853 2.687 -1.208
C: 4.774 -2.875 -3.774
C: 3.694 -2.144 -4.251
C: 2.674 -1.755 -3.398
C: 2.708 -2.084 -2.041
C: 3.792 -2.835 -1.582
C: 4.816 -3.223 -2.432
C: 1.657 -1.705 -1.075
C: 0.689 -0.792 -1.167
C: 0.431 0.135 -2.259
C: 1.260 1.220 -2.612
C: 0.844 2.164 -3.522
C: -0.424 2.093 -4.109
C: -1.266 1.056 -3.766
C: -0.848 0.098 -2.838
H: 5.568 -3.177 -4.444
H: 3.637 -1.878 -5.299
H: 1.836 -1.201 -3.800
H: 3.828 -3.113 -0.535
H: 5.646 -3.800 -2.043
H: 1.709 -2.289 -0.155
H: 2.236 1.293 -2.148
H: 1.507 2.980 -3.781
H: -0.737 2.845 -4.821
H: -2.251 0.975 -4.208
H: -1.503 -0.756 -2.644
C: -4.554 -0.584 2.946
O: -3.877 -0.749 1.687
C: -3.209 0.224 1.112
C: -3.313 1.564 1.757
H: -3.888 -0.126 3.677
H: -4.824 -1.588 3.261
H: -5.453 0.020 2.827
H: -4.249 1.761 2.283
H: -3.115 2.346 1.028
H: -2.482 1.642 2.489

These are the Löwdin partial charges, in e, on atoms 1 to 4: Sc 0.816; C -0.056; C -0.314; N -0.111